Density functional theory data (ωB97M-V/def2-TZVPD) for a molecular structure, C27H45BrIrN2OP2 in a non-equilibrium geometry.

XYZ file:
```
79
Properties=species:S:1:pos:R:3:lowdin_spin:R:1
P -1.51 2.26 0.78 0.096
N -0.78 -5.14 1.05 0.038
C 3.82 -2.23 -0.32 0.114
H -2.85 3.68 -0.64 0.003
C -1.78 3.56 -0.49 0.012
H -0.63 -2.01 -4.35 0.026
O -0.88 -5.10 -1.21 0.762
H 1.48 -6.54 0.18 0.005
C 2.93 -1.28 -2.33 0.129
N 3.80 3.25 4.86 0.728
H 3.54 4.92 3.72 0.016
H -2.02 0.66 3.62 0.001
H 2.36 2.10 0.11 0.009
H 2.60 0.17 4.39 0.006
H 0.51 1.24 -2.78 0.000
C -1.43 1.12 -3.79 0.018
H -0.58 1.50 4.19 0.002
H -1.11 1.96 -4.42 0.003
C 3.42 -1.09 0.35 0.000
H -1.30 5.52 -1.19 0.000
H -1.42 3.21 -1.46 0.001
H -2.50 1.23 -3.58 0.000
H -2.70 -2.21 -3.19 0.001
H 1.88 -0.17 2.25 0.005
H -1.22 -4.23 1.07 0.001
H -4.47 2.66 0.26 0.000
H -1.32 0.21 -4.38 0.000
H -0.02 4.81 -0.16 0.000
H -2.76 -1.31 -0.26 0.006
C -1.11 4.91 -0.29 0.000
H 4.00 1.49 5.91 0.016
C -4.26 1.89 1.03 0.010
H -0.81 2.09 -2.03 0.004
H -2.77 0.28 1.33 0.003
C -0.10 -1.46 -2.32 0.606
P -0.75 -0.16 -1.25 0.141
H 2.47 -1.37 -3.31 0.007
Br 1.93 -3.74 -1.73 0.069
C 3.42 -2.57 -1.73 0.026
C 3.56 1.95 5.02 0.079
H -1.54 5.43 0.58 0.000
C -0.46 -5.63 -0.18 0.094
C -2.97 1.17 0.70 0.023
C 2.73 -0.02 -0.29 0.120
C -2.91 -2.36 -2.12 0.010
H -4.22 2.34 2.03 0.000
C 0.46 -6.84 -0.14 0.081
C -2.55 -1.09 -1.33 0.045
C 3.31 3.86 3.78 0.075
H -3.26 -0.33 -1.71 0.003
H 0.08 -7.59 0.57 0.009
C 0.17 -1.47 -3.79 0.089
C 2.31 1.81 2.94 -0.002
H -0.39 -2.47 -1.96 0.014
H -2.46 -3.31 -1.79 0.002
C 2.80 1.21 4.12 0.058
Ir 0.16 0.78 0.48 0.998
H 2.26 0.73 -2.28 -0.001
H -4.01 -2.48 -2.03 0.000
C 2.56 3.20 2.78 0.061
H -2.42 3.04 2.96 0.004
H -0.72 3.30 2.79 0.000
H 4.15 -3.15 -2.29 0.009
C -1.17 1.26 3.30 0.031
C 2.07 1.10 0.43 0.077
H -3.03 0.83 -0.33 0.000
H 0.37 -0.53 -4.33 0.000
H 0.53 -7.29 -1.14 -0.001
H -0.53 0.59 2.65 0.013
H 3.59 -1.00 1.45 -0.001
H -0.38 -5.53 1.88 0.003
C -1.51 2.56 2.61 0.027
C -0.57 1.17 -2.54 0.052
C 2.70 -0.08 -1.69 0.027
H -5.07 1.16 1.00 0.002
H 2.17 3.80 1.97 0.006
C 1.76 0.87 1.87 0.101
H 0.98 -2.16 -4.04 0.024
H 4.39 -2.99 0.20 0.004
```

The HOMO energy (alpha / beta) is -18.044 / -19.744 eV. As for the energy relative to the best compared isomer or geometry (same formula, charge and spin): 8.91 kcal/mol. Its strongest force on any atom is 6.4 eV Å⁻¹. The electronic energy is -125165.63901 eV. As for the frontier orbital gap (alpha / beta): 5.67 / 4.51 eV. Its multiplicity is 6. Its net charge is +4. For the molar mass, the calculation gives 747.7 g/mol.